[1]
DFT (the ωB97M-V functional and the def2-TZVPD basis) results for a cluster of 2 separate species, C9H13NO2 in total in a non-equilibrium geometry.

## Properties
Multiplicity: 1
HOMO energy, eV: -7.81
Orbital gap, hartree: 0.316
Calculated total energy, eV: -15127.348
ΔE to the lowest compared entry with this formula, charge and spin, eV: 2.284
Net charge: 0

Cartesian coordinates (Å):
H (-1.024773, 3.857263, -0.788114)
O (0.551546, -1.548862, -0.441115)
H (-1.368242, 2.290006, -1.299728)
H (0.873484, -4.029527, -2.334128)
H (-2.159781, 3.352450, 0.218065)
H (-0.719009, -0.812153, 2.207380)
H (2.736856, 1.534484, 1.619534)
C (0.952572, 2.331347, 0.511667)
H (1.824522, -3.378321, -1.167951)
O (1.539870, -0.307452, 3.019509)
C (1.031257, 0.444431, 1.959839)
C (-0.266448, 0.008804, 1.662652)
H (-2.131628, -2.265126, -1.233333)
H (-1.966640, 0.758037, 0.432587)
C (0.178426, -2.329617, -1.280651)
C (-1.379352, 2.912897, -0.423512)
H (1.422871, 3.088223, -0.044943)
C (-1.021890, 0.911077, 0.898413)
C (1.664219, 1.551278, 1.431996)
H (2.389295, 0.053066, 3.344306)
H (-1.156451, -1.677443, -2.636745)
H (-1.520444, -3.248058, -2.408794)
N (1.144369, -3.154462, -1.901694)
C (-1.196447, -2.407689, -1.801029)
C (-0.398173, 2.065341, 0.455796)

Atoms 1-2, force components in eV/Å:
H 1.28 0.51 -0.20
O -0.27 -0.05 -0.01

Here are the Löwdin charges for atoms 1 to 4, given in e:
1 H 0.05
2 O 0.07
3 H 0.08
4 H 0.08

***

[2]
DFT (the ωB97M-V functional and the def2-TZVPD basis) results for a structure of composition C9H13NO2Zr in a non-equilibrium geometry.

## Properties
Multiplicity: 1
HOMO energy (alpha / beta), eV: -6.39 / -6.37
Orbital gap (alpha / beta), hartree: 0.230 / 0.229
Calculated total energy, eV: -16407.483
ΔE to the lowest compared entry with this formula, charge and spin, eV: 0.279
Net charge: 0

Cartesian coordinates (Å):
C (-2.041469, -2.086219, -1.080142)
C (1.313012, 0.293097, 1.778972)
H (1.322322, 0.904504, -2.153687)
H (1.799972, 0.887912, 3.756689)
H (-2.417813, -3.104982, -1.025986)
H (-0.860707, -2.097415, -3.010112)
C (-1.213225, -1.565299, -2.125432)
H (-2.933004, -1.101733, 0.747778)
H (-0.475961, 2.525299, -1.312225)
Zr (0.242573, -1.038617, -0.096110)
H (2.323985, 1.353304, -0.677866)
H (-1.857216, 1.166142, -0.248036)
C (1.340890, 1.388439, -1.160528)
C (1.914141, 1.274615, 2.736200)
C (-2.317256, -1.037169, -0.148643)
N (-0.132696, -3.010355, 0.704720)
H (0.606362, 2.894908, 0.144994)
H (-0.097800, -3.886687, 1.200435)
O (2.035201, -0.390645, 0.944428)
H (2.974309, 1.413808, 2.506692)
C (0.425277, 2.279782, -0.741376)
C (-1.715435, 0.162722, -0.641853)
C (-1.036641, -0.162879, -1.880107)
O (0.029402, 0.155217, 1.693604)
H (1.375034, 2.226064, 2.655378)
H (-0.603257, 0.556184, -2.567786)

Atoms 1-2, force components in eV/Å:
C 0.10 0.98 -0.41
C -0.98 -0.72 -0.91

Here are the Löwdin charges for atoms 1 to 4, given in e:
1 C -0.17
2 C -0.64
3 H 0.07
4 H 0.10

***

[3]
DFT (the ωB97M-V functional and the def2-TZVPD basis) results for a structure of composition C9H13O6PtS2Sb2Se4 in a non-equilibrium geometry.

## Properties
Multiplicity: 5
HOMO energy (alpha / beta), eV: -12.38 / -12.39
Orbital gap (alpha / beta), hartree: 0.244 / 0.205
Calculated total energy, eV: -321194.671
ΔE to the lowest compared entry with this formula, charge and spin, eV: 1.624
Net charge: +1

Cartesian coordinates (Å):
C (0.984154, -1.827177, 2.437679)
Se (-5.445665, -4.195748, -1.032417)
H (-0.266012, 3.179194, -3.091303)
H (2.980169, -0.564151, 0.031478)
H (0.440682, -1.181386, 3.121598)
Pt (-1.980497, -1.468160, -0.751833)
Se (-4.465143, -5.682592, 2.570085)
C (1.393272, 4.420094, -0.426659)
H (1.239854, 3.647301, 1.567905)
O (-0.274309, -0.093950, -1.748274)
H (2.050926, -1.620135, 2.516621)
O (0.734836, 1.439985, 2.478992)
H (2.218557, 0.831951, 0.845831)
H (0.773534, -2.874339, 2.634405)
C (0.970162, 4.291462, -1.734226)
Se (-2.831605, -7.185008, -0.273521)
O (-1.611567, 1.367649, -3.183861)
O (-1.576217, 2.254883, 2.240033)
Se (-1.556492, -3.350595, 0.660947)
H (2.052354, -3.244908, -0.157014)
Sb (0.477777, -1.225665, 0.476432)
O (-0.877903, 0.197422, 1.183327)
O (-2.442042, 0.602828, -1.016273)
S (-1.278697, 1.031353, -1.842594)
H (0.742742, -3.305977, -1.374558)
S (-0.445486, 1.602525, 1.675182)
H (1.339852, 4.957986, -2.501013)
C (0.071452, 3.290392, -2.071556)
Sb (-3.550712, -4.878945, 0.421870)
C (0.916673, 3.547677, 0.540682)
C (1.418139, -2.659465, -0.824553)
C (2.105230, 0.084356, 0.068940)
C (-0.407813, 2.404221, -1.112228)
C (0.035695, 2.524944, 0.216430)
H (2.022819, -2.061671, -1.499945)
H (2.103303, 5.187955, -0.151489)
H (1.937977, 0.555692, -0.895122)

Atoms 1-2, force components in eV/Å:
C -0.37 -0.16 0.09
Se 0.13 0.04 0.07

Here are the Löwdin charges for atoms 1 to 4, given in e:
1 C -0.22
2 Se 0.28
3 H 0.12
4 H 0.04

***

The highest net charge belongs to which entry? C9H13O6PtS2Sb2Se4